Computed, not measured: the molecule C4H4N2O2, with ωB97M-V with the def2-TZVPD basis set.

Structure (ORCA input):
```
! RIJCOSX wB97M-V def2-TZVPD def2/J DEFGRID3
* xyz 0 1
O 2.99 0.17 -0.27
N 2.19 -0.83 -0.08
C 0.95 -0.44 0.08
N 0.56 0.76 0.29
C -0.65 1.24 0.01
C -1.71 0.20 -0.29
C -1.24 -1.08 -0.12
O 0.00 -1.52 0.12
H 2.47 0.86 0.40
H -0.83 2.27 0.05
H -2.91 0.35 -0.46
H -1.83 -1.98 0.27
*
```

Calculated values
E_HOMO   -0.2989 Ha
Lowest unoccupied orbital energy   -0.64 eV
ΔE to the lowest compared entry with this formula, charge and spin   530.37 kJ/mol
Orbital gap   7.497 eV
Structure (SMILES)   O/N=c1\nccco1